(1)
104
Properties=species:S:1:pos:R:3:mulliken_spin:R:1 method="wB97M-V/def2-TZVPD" max_force_ha_per_bohr=0.197 homo_lumo_gap_ev="7.897 / 6.284" total_charge=0 spin_multiplicity=4
Ag 1.026 -2.165 -0.127 -0.012
Ni -2.059 -0.979 0.047 1.782
C -4.078 -1.153 -2.681 -0.025
O -3.487 -0.927 -1.421 0.184
H -3.985 -2.187 -3.014 0.006
H -5.162 -1.046 -2.667 0.012
H -3.642 -0.613 -3.521 0.009
C -1.852 -4.176 0.796 -0.002
O -1.220 -2.949 0.409 0.078
H -2.040 -4.160 1.869 -0.001
H -2.834 -4.328 0.348 0.002
H -1.284 -5.084 0.595 0.004
C 0.162 0.405 0.432 0.075
O 1.218 -0.111 0.832 -0.024
O -0.900 0.306 1.062 0.414
O -0.245 -0.275 -0.525 0.501
Cl -4.178 -1.146 5.602 0.000
C -3.917 -2.583 4.608 0.000
C -4.534 -2.298 3.271 0.001
Cl -3.626 -1.056 2.400 0.002
H -4.451 -3.408 5.078 0.000
H -2.860 -2.849 4.590 0.000
H -5.601 -2.172 3.456 0.000
H -4.556 -3.166 2.612 0.000
Cl 4.422 3.706 1.811 0.000
C 3.042 2.616 2.046 -0.003
C 2.881 2.240 3.574 0.002
Cl 4.282 1.329 4.074 0.000
H 3.118 1.689 1.477 0.002
H 2.099 3.031 1.690 0.002
H 2.048 1.553 3.724 -0.001
H 2.840 3.153 4.169 0.000
Cl -0.306 1.987 5.546 0.000
C -1.465 1.898 4.143 0.000
C -2.771 2.624 4.398 0.001
Cl -3.926 2.407 3.124 0.000
H -1.688 0.840 4.000 0.000
H -1.059 2.210 3.181 0.005
H -2.489 3.671 4.508 0.000
H -3.218 2.357 5.355 0.000
Cl 2.771 -0.781 -1.960 -0.001
C 3.852 0.517 -1.259 -0.001
C 5.054 -0.116 -0.489 0.000
Cl 4.575 -0.885 1.029 0.000
H 3.331 1.115 -0.512 0.002
H 4.123 1.073 -2.157 0.000
H 5.799 0.630 -0.213 0.000
H 5.493 -0.920 -1.080 0.000
Cl -2.994 4.203 -1.391 0.000
C -1.796 2.843 -1.442 0.009
C -1.104 2.743 -2.867 -0.001
Cl -2.280 2.264 -4.077 0.000
H -2.237 1.860 -1.273 -0.014
H -1.041 3.136 -0.714 0.003
H -0.345 1.964 -2.936 0.001
H -0.602 3.652 -3.197 0.001
Cl 4.750 -5.347 1.242 0.000
C 5.074 -5.230 -0.508 0.000
C 3.759 -5.325 -1.217 0.000
Cl 2.640 -4.025 -0.740 -0.001
H 5.707 -6.074 -0.782 0.000
H 5.398 -4.207 -0.698 0.000
H 3.249 -6.255 -0.966 0.000
H 3.840 -5.300 -2.304 0.000
Cl 0.228 -1.566 5.702 0.000
C 1.118 -1.652 4.183 0.004
C 1.136 -3.115 3.751 0.000
Cl 1.910 -3.379 2.195 0.000
H 2.099 -1.197 4.324 0.000
H 0.634 -1.096 3.380 -0.006
H 0.089 -3.344 3.556 0.000
H 1.556 -3.776 4.510 0.000
Cl 0.339 -6.247 -2.491 0.000
C -1.090 -5.429 -3.168 0.000
C -0.643 -4.045 -3.673 0.000
Cl 0.142 -2.960 -2.554 -0.006
H -1.867 -5.457 -2.404 0.000
H -1.312 -6.050 -4.036 0.000
H -1.533 -3.564 -4.081 0.000
H 0.016 -4.126 -4.538 0.000
Cl -2.994 7.882 1.889 0.000
C -2.353 6.266 2.454 0.000
C -1.298 5.870 1.406 0.000
Cl -0.268 4.648 2.040 0.000
H -3.239 5.633 2.408 0.000
H -1.918 6.486 3.429 0.000
H -0.595 6.678 1.204 0.000
H -1.740 5.535 0.468 0.000
Cl 1.542 3.742 -1.029 0.000
C 2.691 4.779 -1.872 0.000
C 1.831 5.842 -2.597 0.000
Cl 2.986 6.884 -3.509 0.000
H 3.204 4.215 -2.650 0.000
H 3.436 5.234 -1.218 0.000
H 1.274 6.540 -1.973 0.000
H 1.197 5.428 -3.381 0.000
Cl 0.597 -0.196 -7.996 0.000
C -0.250 -1.068 -6.654 0.000
C -1.557 -0.347 -6.127 0.000
Cl -2.826 -0.546 -7.317 0.000
H 0.467 -1.042 -5.834 0.000
H -0.442 -2.109 -6.916 0.000
H -1.415 0.731 -6.048 0.000
H -1.874 -0.807 -5.191 0.000

(2)
83
Properties=species:S:1:pos:R:3:mulliken_spin:R:1 method="wB97M-V/def2-TZVPD" max_force_ha_per_bohr=0.101 homo_lumo_gap_ev="8.158 / 8.735" total_charge=+1 spin_multiplicity=3
C 6.703 0.257 -2.032 0.000
C 6.256 1.725 -2.609 0.000
Br 7.591 2.249 -4.056 0.000
C 4.780 1.707 -3.396 0.000
Br 5.020 0.838 -5.175 0.000
N 3.675 1.146 -2.531 0.002
C 3.410 -0.338 -2.705 0.000
C 2.173 -0.700 -3.723 0.000
O 1.736 0.420 -4.571 0.000
C 1.278 1.468 -3.649 0.000
C 2.391 2.000 -2.574 0.005
H 6.213 -0.001 -0.986 0.000
H 7.878 0.293 -1.829 0.000
H 6.527 -0.616 -2.824 0.000
H 6.243 2.539 -1.750 0.000
H 4.554 2.860 -3.611 0.000
H 4.014 1.254 -1.526 -0.001
H 3.068 -0.729 -1.630 0.000
H 4.379 -0.974 -2.958 0.000
H 2.579 -1.545 -4.460 0.000
H 1.290 -1.223 -3.123 0.000
H 0.301 1.188 -3.052 0.000
H 0.984 2.403 -4.330 0.000
H 2.615 3.153 -2.660 0.000
H 1.906 1.854 -1.493 -0.005
C -1.504 2.656 2.196 0.016
C -0.246 1.744 2.257 0.028
C -0.327 0.824 3.505 0.023
C -0.055 1.555 4.816 -0.016
C 1.260 2.325 4.755 0.020
C 1.368 3.266 3.526 0.028
N 0.995 2.590 2.239 0.315
O 2.070 1.760 1.870 0.613
C 0.474 4.516 3.741 0.012
C 2.815 3.861 3.498 -0.006
C -0.380 0.846 0.982 -0.039
H -2.365 2.130 1.765 0.001
H -1.840 2.993 3.178 0.002
H -1.330 3.536 1.567 -0.011
H 0.398 0.005 3.411 0.000
H -1.315 0.349 3.560 0.002
H -0.881 2.232 5.058 0.000
H -0.011 0.826 5.635 0.002
H 1.379 2.899 5.683 0.001
H 2.083 1.597 4.741 0.002
H 0.439 5.136 2.837 -0.008
H 0.864 5.147 4.548 0.000
H -0.549 4.279 4.032 0.001
H 3.591 3.086 3.477 -0.001
H 3.012 4.462 4.394 0.000
H 2.958 4.514 2.628 0.000
H -0.334 1.451 0.069 0.006
H -1.342 0.316 0.975 0.013
H 0.390 0.070 0.925 0.001
C -5.167 -4.412 0.420 0.008
C -4.725 -2.934 0.230 0.029
C -5.323 -2.374 -1.089 0.018
C -4.635 -2.907 -2.342 -0.016
C -3.125 -2.708 -2.267 0.018
C -2.491 -3.269 -0.966 0.037
N -3.227 -2.843 0.271 0.302
O -2.889 -1.501 0.524 0.609
C -2.434 -4.818 -1.035 0.011
C -0.982 -2.855 -0.944 -0.023
C -5.406 -2.189 1.426 -0.003
H -6.179 -4.482 0.838 0.000
H -5.208 -4.974 -0.515 0.001
H -4.507 -4.941 1.116 -0.007
H -5.250 -1.279 -1.095 0.004
H -6.395 -2.607 -1.146 0.000
H -4.871 -3.966 -2.491 0.000
H -5.027 -2.383 -3.222 0.002
H -2.660 -3.174 -3.145 0.000
H -2.916 -1.632 -2.349 0.004
H -2.102 -5.244 -0.080 -0.007
H -1.723 -5.153 -1.800 0.000
H -3.383 -5.281 -1.305 0.001
H -0.841 -1.770 -1.022 0.006
H -0.441 -3.292 -1.792 0.000
H -0.490 -3.202 -0.028 0.001
H -5.021 -2.552 2.386 0.000
H -6.492 -2.356 1.425 0.000
H -5.270 -1.104 1.385 0.001

The evaluated energy for the records listed, in turn: -357503.7427, -177419.2443 eV.